[1]
Entry from the Open Molecules 2025 dataset: a molecular structure, C23H23B2ClF4N4O8Sr (ωB97M-V with the def2-TZVPD basis set).

## Properties
- Kohn-Sham gap (alpha / beta): 5.7 / 5.3 eV
- Highest occupied orbital energy (alpha / beta): -8.672 / -8.672 eV
- Strongest force on any atom: 3.63 eV Å⁻¹
- Total charge: 0

Geometry as XYZ:
```
66
Properties=species:S:1:pos:R:3:forces:R:3
Sr 0.048410 -0.551015 -0.106576 3.56 0.69 -0.23
C 3.437110 -0.853848 3.473982 -0.05 0.07 -0.11
C 2.636792 -0.319786 2.323893 0.30 -0.43 0.28
N 2.153056 -1.030541 1.386090 -0.24 0.11 -0.29
O 2.397128 -2.347407 1.381589 0.17 -0.24 0.31
B 1.928713 -3.021346 0.136703 0.16 0.09 -0.09
F 2.134307 -4.355384 0.260201 0.11 0.00 0.00
F 0.542886 -2.714829 -0.087038 0.64 -1.82 0.06
O 2.690515 -2.508703 -1.052572 0.19 -0.22 -0.15
N 2.349684 -1.244769 -1.316411 -0.37 0.15 0.05
C 2.982778 -0.607575 -2.223228 0.32 -0.44 -0.09
C 4.056747 -1.202068 -3.085206 -0.06 0.07 0.13
C 2.588206 0.810527 -2.347277 -0.09 0.26 -0.01
N 1.794257 1.263873 -1.454693 0.10 -0.08 0.58
O 1.376263 2.522701 -1.477617 -0.13 0.13 -0.20
B 1.947952 3.380364 -0.395389 0.62 0.19 -0.13
F 3.335451 3.366790 -0.469451 -0.20 -0.05 0.02
F 1.389179 4.619118 -0.505472 -0.09 -0.05 0.04
O 1.508367 2.799414 0.919656 -0.21 -0.07 0.13
N 1.846631 1.542997 1.117972 0.18 0.03 -0.37
C 2.360820 1.129527 2.210241 -0.11 0.12 -0.07
C 2.707107 2.061814 3.330840 -0.08 0.11 -0.13
C 3.095151 1.698919 -3.440596 -0.09 0.04 0.02
H 3.667350 -1.900317 3.296899 0.00 0.01 -0.01
H 2.861281 -0.776144 4.398313 0.04 0.00 0.03
H 4.365037 -0.294576 3.598500 0.00 0.00 0.04
H 4.260182 -2.215208 -2.750532 0.01 0.01 0.01
H 4.974636 -0.615373 -3.030530 0.01 0.00 -0.06
H 3.727694 -1.240922 -4.125402 0.06 0.03 -0.02
H 2.250727 3.031904 3.154999 0.01 -0.01 0.05
H 3.788948 2.195261 3.379139 0.02 -0.05 0.03
H 2.365652 1.660823 4.283272 0.02 -0.05 0.01
H 3.665176 1.151092 -4.183322 0.01 -0.03 0.00
H 3.718078 2.479278 -2.999217 0.01 -0.02 0.01
H 2.252040 2.199380 -3.917360 0.03 -0.01 -0.03
C -2.053188 3.518351 0.318653 0.06 -0.08 -0.04
C -1.731958 2.192486 -0.319999 0.14 0.59 0.46
O -0.938631 1.444579 0.213544 -1.14 1.80 0.20
C -2.388876 1.837773 -1.598185 -0.19 -0.16 -0.15
C -3.533110 2.478554 -2.018874 0.29 -0.02 0.34
C -4.190901 2.102242 -3.190662 -0.03 -0.13 -0.20
C -3.688456 1.061477 -3.987000 -0.07 -0.02 -0.04
C -2.553994 0.402815 -3.615877 -0.02 -0.06 -0.17
C -1.842696 0.749897 -2.405580 0.03 -0.06 -0.10
O -0.802861 0.140642 -2.102952 -0.86 0.65 -1.77
H -1.359760 3.674193 1.140219 -0.01 -0.02 0.00
H -3.074232 3.510070 0.705693 -0.01 0.04 -0.02
H -1.950293 4.330749 -0.401038 -0.05 0.01 0.00
H -3.951141 3.273747 -1.416669 0.01 0.02 -0.02
H -5.099234 2.611001 -3.483054 0.01 0.02 0.01
H -4.209328 0.777356 -4.891691 0.00 0.02 0.00
H -2.141139 -0.400426 -4.211698 0.02 -0.01 0.05
Cl -5.735673 -5.400510 3.786904 -0.06 -0.08 0.04
C -4.607763 -4.309873 3.044423 0.11 0.11 -0.08
C -3.345326 -4.155776 3.594271 0.05 -0.02 0.06
C -2.456704 -3.266589 3.009876 -0.08 0.02 0.04
C -2.824477 -2.549755 1.880122 0.24 0.14 -0.09
C -4.085446 -2.731029 1.327523 0.02 -0.05 0.06
C -4.987158 -3.606154 1.912007 -0.05 0.01 -0.05
C -1.845839 -1.585412 1.240288 -1.34 -0.81 0.89
O -2.074518 -1.262286 0.043416 -1.51 -0.30 -0.07
O -0.877396 -1.178574 1.920700 -0.38 -0.15 0.82
H -3.062581 -4.724442 4.469771 -0.03 -0.01 0.00
H -1.468181 -3.121249 3.424610 0.00 0.01 -0.01
H -4.350298 -2.178780 0.436217 0.01 -0.01 -0.01
H -5.973151 -3.749047 1.490642 0.00 -0.01 0.04
```
Forces are in eV/Å.

---

[2]
Entry from the Open Molecules 2025 dataset: a single C17H18N2O2S molecule (ωB97M-V with the def2-TZVPD basis set).

## Properties
- Kohn-Sham gap: 8.6 eV
- SMILES: COCCCNC(=O)N1c2ccccc2Sc2ccccc21
- Highest occupied orbital energy: -7.895 eV
- Strongest force on any atom: 0.62 eV Å⁻¹
- Total charge: 0

Geometry as XYZ:
```
40
Properties=species:S:1:pos:R:3:forces:R:3
C 1.320682 -1.067676 3.305151 0.13 -0.11 0.07
O 0.234242 -0.393819 2.727411 -0.21 0.14 -0.16
C -0.880454 -0.270458 3.591293 -0.19 0.22 0.19
C -1.991718 0.508475 2.890273 0.23 -0.42 -0.12
H -2.767318 0.739435 3.621078 -0.01 0.03 0.05
H -1.577359 1.444688 2.513468 -0.03 0.09 0.04
C -2.610657 -0.269448 1.725301 -0.21 0.21 0.13
N -1.642336 -0.515510 0.681270 0.18 -0.14 0.08
C -1.646203 0.251232 -0.443822 -0.02 -0.20 0.27
O -2.585994 0.933582 -0.791448 -0.21 0.24 -0.05
N -0.469737 0.176608 -1.190990 0.13 0.21 -0.16
C 0.619532 -0.648491 -0.852804 0.40 -0.46 0.13
C 0.439181 -2.011650 -0.630454 0.07 0.01 -0.13
C 1.506989 -2.812473 -0.269415 -0.04 -0.03 0.05
C 2.776690 -2.270260 -0.151026 0.07 0.00 0.05
C 2.979562 -0.929859 -0.421648 -0.06 -0.04 0.01
C 1.908584 -0.122564 -0.775591 -0.11 0.29 -0.05
S 2.188988 1.587366 -1.128054 -0.29 -0.08 0.05
C 0.916414 1.804699 -2.346244 0.14 -0.18 0.26
C 1.122312 2.704775 -3.379096 -0.07 0.00 -0.02
C 0.134119 2.900459 -4.326537 0.06 0.10 0.01
C -1.045107 2.178751 -4.251521 -0.03 -0.06 0.00
C -1.243866 1.264646 -3.231923 0.02 0.00 -0.06
C -0.271340 1.083350 -2.257142 -0.06 0.31 -0.38
H -2.163418 0.707917 -3.164169 -0.05 -0.04 0.00
H -1.816666 2.323805 -4.992042 -0.07 0.01 -0.07
H 0.289253 3.612950 -5.122272 0.01 0.06 -0.08
H 2.050406 3.254166 -3.420511 0.11 0.03 -0.06
H 3.963648 -0.492059 -0.353626 0.13 0.01 -0.04
H 3.610359 -2.892191 0.137291 0.08 -0.06 0.01
H 1.346715 -3.863666 -0.084407 -0.02 -0.10 0.00
H -0.550607 -2.429905 -0.732346 -0.06 -0.04 -0.01
H -0.741115 -0.809741 1.037730 -0.08 0.10 -0.11
H -3.431646 0.300118 1.283477 0.05 -0.16 0.08
H -2.993494 -1.232212 2.081721 -0.07 0.10 0.02
H -0.576129 0.256690 4.508445 0.00 -0.09 -0.06
H -1.239214 -1.271852 3.879080 0.03 0.06 0.01
H 1.686320 -0.540175 4.193949 0.00 -0.01 -0.01
H 1.046676 -2.091158 3.590481 0.04 0.02 -0.01
H 2.103703 -1.098544 2.549669 0.04 -0.05 0.07
```
Forces are in eV/Å.

---

[3]
Entry from the Open Molecules 2025 dataset: 7 unconnected molecules or ions with the total composition C31H60I2O15S7 (ωB97M-V with the def2-TZVPD basis set).

## Properties
- Kohn-Sham gap: 9.1 eV
- SMILES: C[C@H](I)[C@H](I)[C@H]1CCCOS1(=O)=O.O=S1(=O)CCCC1.O=S1(=O)CCCC1.O=S1(=O)CCCC1.O=S1(=O)CCCC1.O=S1(=O)CCCC1.O=S1(=O)CCCC1
- Highest occupied orbital energy: -8.957 eV
- Strongest force on any atom: 4.76 eV Å⁻¹
- Total charge: 0

Geometry as XYZ:
```
115
Properties=species:S:1:pos:R:3:forces:R:3
C 1.799300 4.162355 3.808152 0.17 -0.88 -0.97
C 1.486414 2.626305 3.838085 -0.52 1.34 0.41
I 0.061053 2.316938 2.167968 0.45 -0.02 0.19
C 0.731124 2.171064 5.136860 0.57 -0.84 -0.64
I 0.990395 3.462877 6.865143 -0.20 -0.10 -0.24
C 1.055774 0.707297 5.571358 -0.95 -0.37 -0.38
C 0.714968 -0.393460 4.496631 0.56 -0.97 0.50
C 1.937763 -0.893013 3.661791 -0.44 -0.05 -0.14
C 3.124480 -1.463146 4.514627 -0.01 -0.13 -1.48
O 3.068482 -1.152990 5.915788 -1.07 1.91 0.12
S 2.772630 0.463603 6.144027 3.85 1.45 2.40
O 3.768896 1.220008 5.351371 -2.30 -1.44 0.08
O 2.952319 0.739073 7.583098 -1.39 -1.35 -2.56
H 0.849541 4.724267 3.826413 0.55 -0.10 0.42
H 2.269925 4.360103 2.833645 -0.24 0.03 0.38
H 2.528532 4.460456 4.580861 -0.59 -0.21 -0.12
H 2.358081 2.010047 3.578748 -0.44 0.30 0.33
H -0.351492 2.195034 4.904943 0.62 0.04 0.53
H 0.409045 0.485338 6.446171 0.73 0.18 -0.25
H 0.358257 -1.274661 5.077744 0.21 0.51 -0.31
H -0.144732 -0.110468 3.860296 0.69 0.12 0.26
H 2.291627 -0.104566 2.970827 -0.10 -0.28 0.43
H 1.573395 -1.716165 3.019504 0.15 0.53 0.29
H 3.142683 -2.565932 4.414742 -0.05 0.62 0.49
H 4.066572 -1.073680 4.086141 -0.34 -0.20 0.39
C 5.977509 1.898590 -0.247238 0.25 0.22 0.12
C 5.582666 1.366857 1.133381 -0.03 -0.09 -0.01
C 5.128673 2.560971 1.976352 0.18 -0.30 0.27
S 4.496832 3.774001 0.818850 0.03 -0.36 -0.34
O 5.350232 4.938814 0.865844 -0.34 0.10 0.08
O 3.057339 3.872812 0.957647 0.29 0.37 -0.06
C 4.856925 2.847335 -0.661034 0.22 -0.14 -0.31
H 6.106458 1.095499 -0.966330 0.00 0.01 0.05
H 6.923802 2.444013 -0.175635 -0.05 0.05 -0.01
H 4.759460 0.661665 1.026021 0.04 0.03 -0.03
H 6.406379 0.837444 1.613323 -0.03 0.03 0.01
H 4.342097 2.285070 2.675314 0.01 0.17 0.06
H 5.958982 3.015245 2.515726 -0.09 0.13 -0.04
H 5.143293 3.525275 -1.464283 -0.06 0.16 0.14
H 3.952565 2.297523 -0.934196 0.16 0.24 0.18
C -3.562759 -2.591041 2.280906 0.05 0.13 0.07
C -3.732089 -1.241515 1.578081 0.03 -0.09 -0.13
C -2.339009 -0.772003 1.145069 -0.30 0.31 0.18
S -1.368441 -2.255753 0.892499 -0.38 0.10 -0.18
O -0.310976 -2.291756 1.875802 0.12 -0.09 -0.23
O -1.102151 -2.424795 -0.518881 0.37 -0.05 0.18
C -2.637458 -3.410055 1.387890 -0.30 -0.25 0.24
H -4.519267 -3.092328 2.431354 0.04 0.00 0.01
H -3.101714 -2.442036 3.261395 -0.02 -0.06 -0.02
H -4.368650 -1.366496 0.699360 0.01 0.02 0.04
H -4.207731 -0.510123 2.222830 0.08 -0.01 -0.04
H -2.373884 -0.204363 0.217195 0.20 -0.05 0.01
H -1.856825 -0.178419 1.925951 0.08 -0.14 -0.14
H -2.185010 -4.259366 1.896788 0.15 0.05 -0.11
H -3.152687 -3.743204 0.486332 0.08 0.03 -0.02
C 3.585897 -1.627877 -3.856922 0.02 -0.17 0.04
C 2.322747 -2.148074 -3.167497 0.07 0.17 0.21
C 2.427763 -1.788738 -1.681062 -0.27 -0.39 0.01
S 3.441542 -0.316546 -1.596631 -0.44 -0.66 -0.78
O 4.669391 -0.645923 -0.909746 -0.15 0.08 0.20
O 2.618281 0.809592 -1.207251 0.14 -0.07 0.35
C 3.780794 -0.206349 -3.343308 0.18 -0.05 -0.27
H 3.492499 -1.652396 -4.942338 -0.04 0.05 0.04
H 4.443532 -2.246851 -3.576715 0.02 0.06 -0.03
H 1.453013 -1.664277 -3.597722 0.04 0.08 0.02
H 2.202588 -3.222927 -3.304475 0.03 0.03 0.04
H 1.451364 -1.578770 -1.246076 0.10 0.04 0.12
H 2.927090 -2.572116 -1.110895 0.08 0.15 0.07
H 4.788372 0.174908 -3.502677 -0.04 0.10 0.15
H 3.048809 0.474179 -3.773216 0.09 -0.16 0.04
C -1.511554 -5.238013 -6.634522 0.00 -0.09 0.05
C -1.913708 -4.970030 -5.180067 -0.10 0.01 -0.05
C -0.647093 -4.559583 -4.421853 -0.36 -0.19 0.31
S 0.436375 -3.803290 -5.632924 -0.26 0.08 -0.22
O 1.609481 -4.631999 -5.783248 0.03 0.28 0.11
O 0.523598 -2.387409 -5.380334 0.15 -0.20 -0.32
C -0.627576 -4.065184 -7.042916 -0.29 -0.25 -0.28
H -2.381308 -5.328500 -7.285339 0.04 0.00 0.01
H -0.945670 -6.171420 -6.695277 0.00 0.04 -0.04
H -2.642169 -4.155796 -5.147908 0.04 -0.02 -0.01
H -2.379392 -5.843130 -4.722558 0.02 0.04 0.01
H -0.861219 -3.839608 -3.633492 0.19 0.03 -0.01
H -0.131774 -5.424059 -4.004635 0.10 0.07 -0.07
H -0.025365 -4.265240 -7.926918 0.12 0.09 0.09
H -1.216642 -3.158773 -7.186450 0.09 0.02 0.05
C -9.106910 -0.189073 4.101138 0.01 0.09 0.09
C -9.277006 1.160879 3.396937 -0.12 -0.04 -0.02
C -7.884464 1.630915 2.963517 -0.33 0.37 0.09
S -6.911919 0.147340 2.713812 -0.38 0.00 -0.14
O -5.855192 0.117661 3.698410 0.05 -0.03 -0.24
O -6.648113 -0.020737 1.303606 0.26 0.00 0.25
C -8.180338 -1.007642 3.209262 -0.31 -0.19 0.22
H -10.062563 -0.690828 4.251733 0.04 0.00 0.00
H -8.646104 -0.039155 5.080995 -0.01 -0.05 -0.03
H -9.913420 1.034799 2.517388 0.03 -0.01 0.03
H -9.755711 1.896113 4.043620 0.03 -0.01 -0.04
H -7.918372 2.196642 2.034693 0.19 -0.06 0.00
H -7.400567 2.221744 3.740396 0.10 -0.10 -0.04
H -7.727863 -1.855684 3.719860 0.14 0.05 -0.09
H -8.694653 -1.342196 2.307663 0.08 0.03 -0.02
C -0.549187 3.748340 -4.824580 -0.05 -0.04 0.10
C 0.167437 3.984293 -3.490720 -0.02 0.11 -0.04
C 1.170380 2.842070 -3.299794 -0.20 0.23 0.36
S 1.629391 2.301469 -4.945832 -0.11 0.47 0.03
O 1.156013 0.949699 -5.137184 0.28 0.03 -0.07
O 3.001516 2.672628 -5.207331 -0.07 -0.40 -0.06
C 0.546231 3.412348 -5.829930 -0.36 0.21 -0.15
H -1.123465 4.621032 -5.136243 0.01 -0.04 -0.01
H -1.239699 2.905963 -4.728955 0.02 0.02 -0.05
H 0.698648 4.938837 -3.527026 -0.02 -0.04 0.00
H -0.534217 4.032732 -2.658018 0.06 -0.01 0.00
H 2.061484 3.169463 -2.768412 0.04 -0.20 -0.04
H 0.721722 1.995725 -2.781674 0.13 -0.05 -0.07
H 0.173412 2.925792 -6.729226 0.16 -0.09 0.02
H 1.124270 4.298480 -6.094379 0.06 -0.07 0.01
```
Forces are in eV/Å.

---

Record-wise ΔE to the lowest compared entry with this formula, charge and spin values, in eV: 1.447; 0.894; 1.518